The following is a DFT calculation (ωB97M-V/def2-TZVPD) of the ion C3H8NS with charge +1.

```
! RIJCOSX wB97M-V def2-TZVPD def2/J DEFGRID3
* xyz 1 1
S -2.3086 -0.0490 0.0196
N 0.3979 -0.4453 -0.4743
C -1.4126 1.2384 -0.2880
C -0.5516 -1.1618 0.1129
C 1.4516 0.1926 0.3991
H -0.7022 -2.0268 -0.5214
H -0.3985 1.3068 -0.4269
H -1.9960 2.2880 -0.4131
H -0.4168 -1.2384 1.1725
H 0.7828 -0.7430 -1.3931
H 2.2648 -0.5610 0.3414
H 1.7928 1.0651 0.0455
H 1.0965 0.1346 1.4256
*
```

Computed properties:
Orbital gap ... 8.441 eV
Electronic energy ... -15556.428 eV
Largest force on an atom ... 0.1321 Eh/bohr
LUMO energy ... -5.76 eV
M ... 90.171 g/mol
E_HOMO ... -14.204 eV
Relative energy (zero: lowest compared OMol25 entry of this formula, charge and spin) ... 51.5 kcal per mole

Quick look at the natural (NBO) charges, all values in e: 0.54 -0.60 -0.39 -0.18 -0.42 0.25 0.23 0.28 0.23 0.43 0.23 0.21 0.21